1.
Molecular formula: H14O7
Method: DFT, the ωB97M-V functional and the def2-TZVPD basis

Results
ΔE to the lowest compared entry with this formula, charge and spin: 1.657 eV
SMILES string: O.O.O.O.O.O.O
E_LUMO: 0.18 eV
molecular weight: 126.10 g mol⁻¹

Atoms and positions in Å:
O  -1.45426  -2.18045  2.86867
O  0.22516  -0.63245  -0.31981
O  1.38238  0.97435  -3.20713
O  0.55710  -0.30391  2.67952
O  -2.21434  -2.28072  -2.71418
O  2.99939  2.00392  -0.88508
O  -2.25895  1.41270  1.45017
H  -1.67301  1.35581  0.69539
H  0.44124  0.85251  -3.08209
H  -0.99071  -1.34317  2.85100
H  0.70932  0.62144  2.87131
H  -2.22703  2.33344  1.70989
H  -1.21700  -2.56840  3.71096
H  0.26370  -0.42130  0.61301
H  2.86884  1.57879  -1.73269
H  -1.61577  -1.87294  -2.08836
H  1.49184  1.04071  -4.15573
H  3.37722  2.85673  -1.10000
H  -2.83354  -2.76853  -2.17116
H  1.42178  -0.70867  2.74841
H  0.74663  0.05016  -0.74212

Forces on atoms 1 to 2 (eV/Å):
-0.398 -0.444 -0.096
-0.320 -0.042 -0.497

2.
Molecular formula: C13H18OSi
Method: DFT, the ωB97M-V functional and the def2-TZVPD basis

Results
ΔE to the lowest compared entry with this formula, charge and spin: 5.044 eV
SMILES string: C#CC[C@](O)(c1ccccc1)[Si](C)(C)C
E_LUMO: 0.77 eV
molecular weight: 218.37 g mol⁻¹

Atoms and positions in Å:
Si  -1.51040  -0.22350  -0.48846
O  0.52916  0.71315  -2.02629
C  2.55103  -1.55693  -1.28202
C  1.42441  -0.11459  1.53540
C  2.23127  0.45887  2.50493
C  -1.77233  -1.42914  0.96054
C  0.40142  0.01757  -0.73484
C  1.07843  -1.67458  -0.97356
C  3.75329  -1.48847  -1.43136
C  2.70119  2.39699  1.19902
C  1.82227  1.87795  0.26180
C  1.28504  0.60110  0.32369
C  -2.24169  1.61429  -0.18942
C  -2.56644  -0.89376  -1.89475
C  2.81108  1.71117  2.38504
H  2.66526  -0.17671  3.30413
H  0.89855  -2.15386  -0.11219
H  2.99075  3.39510  1.14716
H  0.50774  -2.01486  -1.87815
H  4.66038  -1.06312  -1.44896
H  -3.24736  1.55482  0.27046
H  1.45882  2.50767  -0.43521
H  -2.80228  -1.78246  1.02519
H  -2.01895  -1.39798  -2.61475
H  -2.25621  2.27362  -1.02148
H  1.46381  0.63675  -2.11776
H  -1.15017  -2.36230  0.71219
H  -3.01168  -0.07124  -2.23110
H  3.32187  2.05691  3.26914
H  -1.61527  2.00626  0.55204
H  -1.58036  -1.03988  1.94528
H  -3.33223  -1.52270  -1.50814
H  1.26529  -1.16238  1.56454

Forces on atoms 1 to 2 (eV/Å):
-0.850 1.475 0.852
-0.918 -0.934 1.977

3.
Molecular formula: C27H27N5P2PtSSe
Method: DFT, the ωB97M-V functional and the def2-TZVPD basis

Results
ΔE to the lowest compared entry with this formula, charge and spin: 0.041 eV
E_LUMO (spin up / spin down): 0.46 / -0.43 eV
spin multiplicity: 3
molecular weight: 789.60 g mol⁻¹

Atoms and positions in Å:
Pt  -0.60228  -0.00048  0.32024
Se  -2.26976  1.09702  -1.11223
S  1.09129  -0.14830  -1.41286
P  1.07308  -1.00073  2.25714
P  -1.34407  0.34188  2.39028
N  2.98732  1.62274  -2.09844
N  -0.06308  -0.25596  3.32966
N  3.42501  2.90431  -1.96005
N  0.58486  2.73920  0.13764
N  1.61163  2.52672  -0.77195
C  3.40804  2.39068  2.54340
C  -1.06298  3.91621  4.39803
C  -2.42203  4.27662  2.45087
C  -1.53229  2.08145  2.90133
C  4.49801  0.85129  1.05739
C  1.56978  -4.31879  4.58287
C  -4.90767  -1.60223  2.59372
C  -2.28628  2.94160  2.10479
C  -0.92780  2.57773  4.05195
C  4.46038  2.08775  1.68998
C  2.42226  0.22844  2.12484
C  -4.34056  -0.98124  4.84796
C  2.74152  -4.08667  5.29124
C  3.48049  -0.06760  1.26727
C  1.11004  -3.37343  3.68000
C  1.79973  -2.17544  3.48780
C  1.88351  1.34197  -1.38782
C  2.59819  4.83752  -0.66151
C  -1.80757  4.76837  3.59621
C  2.56622  3.44199  -1.15467
C  -5.21015  -1.58426  3.94570
C  2.39588  1.46448  2.75944
C  3.44431  -2.90730  5.09518
C  2.97559  -1.95428  4.20028
C  -3.73020  -1.02393  2.13582
C  -2.86014  -0.41587  3.03394
C  -3.17388  -0.39258  4.39235
H  -1.91257  5.81203  3.86367
H  0.20736  -3.56636  3.10934
H  5.25049  2.80817  1.51927
H  1.56670  1.70734  3.41129
H  -0.58596  4.29078  5.29483
H  4.36069  -2.72532  5.64220
H  3.46371  0.97760  -2.70273
H  -3.47496  -1.04537  1.08203
H  2.79123  4.86355  0.41298
H  3.53072  -1.03589  4.05699
H  1.02179  -5.24141  4.72476
H  -3.00687  4.93595  1.82218
H  -5.58396  -2.07090  1.89096
H  3.10885  -4.82763  5.98947
H  1.65114  5.34215  -0.85603
H  -0.31788  2.77671  -0.33664
H  -6.12516  -2.03973  4.30185
H  0.78137  3.56623  0.68436
H  -0.16032  -0.61233  4.27180
H  -2.74707  2.57147  1.19532
H  3.37803  3.34838  3.04989
H  -4.57875  -0.96474  5.90356
H  -0.34097  1.91724  4.67845
H  5.31745  0.60724  0.39292
H  3.39695  5.36835  -1.17225
H  -2.51404  0.09749  5.10103
H  3.50120  -1.02017  0.74934

Forces on atoms 1 to 2 (eV/Å):
-0.049 0.167 0.117
-0.040 -0.022 -0.101

4.
Molecular formula: C2H2F3NO
Method: DFT, the ωB97M-V functional and the def2-TZVPD basis

Results
ΔE to the lowest compared entry with this formula, charge and spin: 0.951 eV
SMILES string: O=CNC(F)(F)F
E_LUMO: 0.52 eV
molecular weight: 113.04 g mol⁻¹

Atoms and positions in Å:
F  1.03845  -0.22039  -1.79758
F  2.01084  -0.72955  -0.05057
F  0.37533  -1.95411  -0.67955
O  -1.04335  2.16851  -0.06858
N  -0.19596  -0.03891  0.26179
C  0.74384  -0.63877  -0.60820
C  -1.04228  1.08795  0.44623
H  -1.67320  0.94297  1.35698
H  -0.21367  -0.61769  1.13949

Forces on atoms 1 to 2 (eV/Å):
-1.601 1.222 -1.029
-0.824 0.435 0.846

5.
Molecular formula: C14H61B3NO18P
Method: DFT, the ωB97M-V functional and the def2-TZVPD basis

Results
E_LUMO: -0.25 eV
molecular weight: 595.04 g mol⁻¹

Atoms and positions in Å:
P  -0.06571  -1.80511  -1.46627
O  3.20760  -1.89326  -0.19904
O  3.37518  4.99251  -1.66468
O  4.50351  -0.73134  -6.09478
O  -3.57196  5.02558  4.67059
O  1.20152  -2.93347  -4.08838
O  -0.56816  -0.61341  1.16960
O  -5.91292  5.04521  2.90167
O  -3.23855  2.12154  3.56893
O  -3.01701  -0.90916  -3.98343
O  -3.77786  -5.93510  3.85414
O  -3.76112  -1.57829  4.51995
O  0.77403  -3.17162  -0.86192
O  -0.11186  1.69278  1.57258
O  0.64589  0.78235  -0.49505
O  -0.13951  1.80379  -3.92324
O  3.65270  -6.74472  -4.18783
O  2.86746  -0.46598  2.44449
O  1.90903  4.31872  2.39195
N  -1.75410  -2.23758  -1.58187
C  -6.98899  4.87430  3.81421
C  4.59267  -1.77900  0.13152
C  3.07005  0.86926  1.97593
C  1.45897  5.15079  1.32263
C  -4.32949  1.93372  4.47561
C  1.07331  1.36982  -4.52998
C  -3.96447  0.00168  -3.43039
C  4.67755  5.08046  -1.09225
C  2.41683  -3.35452  -4.69599
C  5.64003  -1.46607  -6.53835
C  -2.59110  -6.37542  3.19702
C  2.54382  -7.57894  -3.86290
C  -2.25410  5.15468  5.19617
C  -2.66421  -2.34499  4.01994
B  -0.05708  1.82543  0.16103
B  -0.99961  0.59980  1.76957
B  0.00692  -0.41649  -0.10967
H  -2.63915  -7.44871  2.99616
H  2.88813  0.92201  0.89857
H  -4.38916  2.78014  5.16321
H  -7.05226  5.72639  4.49638
H  4.84209  -0.74289  0.36684
H  -6.86335  3.95291  4.39120
H  1.12882  -3.39128  -3.24708
H  -2.28103  -1.60164  -0.99661
H  -3.23778  -1.03185  -4.90640
H  2.72606  -1.59591  0.57990
H  3.26646  -3.09312  -4.05732
H  -2.05347  -2.07344  -2.53385
H  3.86502  -6.23507  -3.40577
H  -2.50024  -5.84267  2.25352
H  -3.91510  0.96337  -3.94579
H  -1.71682  -6.15780  3.81691
H  3.76770  -0.97889  -6.65434
H  -2.89259  -3.41134  4.09060
H  -4.97660  -0.40422  -3.50438
H  5.87659  -1.21948  -7.57702
H  -2.43667  2.17274  4.09434
H  1.49002  -2.82009  -0.30699
H  6.48435  -1.19450  -5.90934
H  2.80063  -8.25909  -3.04636
H  2.40137  -4.43454  -4.86766
H  -4.52146  -1.78935  3.97798
H  1.92334  1.62078  -3.88923
H  -3.71943  0.15079  -2.38071
H  -4.19073  1.00906  5.03922
H  4.68546  5.91631  -0.39698
H  -5.25166  1.87072  3.90264
H  -2.01802  0.72333  2.33969
H  1.47330  3.47004  2.29738
H  -2.46597  -2.07827  2.97765
H  -0.60112  2.70575  -0.40708
H  5.46113  -2.54148  -6.44907
H  2.29147  -8.16346  -4.74417
H  -1.78359  -2.12447  4.62031
H  1.18643  1.87772  -5.48564
H  4.83653  -2.41693  0.98299
H  1.94089  6.12078  1.41579
H  4.92153  4.16368  -0.54837
H  -3.83901  -6.41253  4.68128
H  5.17018  -2.09811  -0.73223
H  2.39808  1.55092  2.49740
H  1.95269  -0.69534  2.26493
H  1.67854  -6.97433  -3.57698
H  -7.91208  4.80959  3.24212
H  -1.96291  4.24092  5.72371
H  -2.24716  5.98503  5.89699
H  1.04365  0.29015  -4.69819
H  -3.55346  4.28183  4.05245
H  0.37398  5.28140  1.38225
H  -1.54001  5.35774  4.39453
H  -0.21004  1.34076  -3.08624
H  -5.10528  5.10108  3.42039
H  5.42690  5.25610  -1.86852
H  3.37881  4.25426  -2.27478
H  2.51899  -2.84200  -5.65027
H  1.72980  4.70991  0.35985
H  4.09796  1.15864  2.17867

Forces on atoms 1 to 2 (eV/Å):
0.536 -0.592 -2.000
-0.035 -0.009 -0.027

6.
Molecular formula: C31H31AsN4O3ReS
Method: DFT, the ωB97M-V functional and the def2-TZVPD basis

Results
ΔE to the lowest compared entry with this formula, charge and spin: 0.000 eV
E_LUMO (spin up / spin down): -6.02 / -7.30 eV
charge: +2
spin multiplicity: 4
molecular weight: 800.81 g mol⁻¹

Atoms and positions in Å:
Re  0.19387  0.22410  0.41001
As  -0.50099  0.72705  -1.98586
S  2.54821  0.94187  1.75034
O  3.15536  0.12121  -1.77280
O  2.62296  2.21900  2.36996
O  1.39581  0.09022  2.21795
N  -0.56944  2.05323  1.09804
N  2.21265  0.92593  0.15179
N  -1.50184  -0.39817  1.23275
N  0.36325  -1.84624  0.08945
C  3.24559  0.36160  -0.59232
C  -3.00761  -2.39346  1.32566
C  1.36134  -2.51655  -0.47625
C  1.31637  -3.89565  -0.66889
C  -3.14356  -3.78105  1.11448
C  -1.73064  4.23340  2.34779
C  -3.37359  0.34486  -1.52171
C  -0.06250  -0.71578  -3.21871
C  5.00579  -0.14578  2.65463
C  5.61547  -0.50682  -0.08975
C  -0.76826  -2.52069  0.48937
C  -1.70151  1.87447  1.85882
C  -0.03692  3.26589  0.97847
C  4.10326  0.15176  1.65417
C  0.04753  2.73965  -4.01131
C  -3.84371  1.42805  3.54264
C  4.38650  -0.00792  0.30010
C  -2.11526  -4.53663  0.63372
C  6.53380  -0.82832  0.90306
C  0.19286  -4.58712  -0.29199
C  -0.97097  -1.93674  -3.13383
C  -2.30213  2.95614  2.52483
C  -0.60544  4.38666  1.57799
C  -0.89769  -3.90567  0.28617
C  -1.81684  -1.75301  1.07087
C  -3.41296  2.70979  3.36457
C  -3.24127  0.34430  2.87243
C  -2.36588  1.22553  -2.25125
C  0.54321  2.22325  -2.66471
C  6.23479  -0.65444  2.25176
C  -2.20368  0.54666  1.99046
H  -2.53283  1.21826  -3.32986
H  -4.38520  0.68168  -1.74631
H  2.21593  -1.94158  -0.80876
H  0.87872  3.33871  0.40689
H  -2.22126  -5.60322  0.48941
H  -4.09303  -4.24374  1.34629
H  -0.95751  3.15495  -3.94327
H  7.50464  -1.21487  0.62437
H  0.70723  3.53180  -4.36333
H  -3.87486  -1.84981  1.66279
H  6.97471  -0.90974  2.99765
H  -3.59723  -0.64627  3.10150
H  -1.97667  -1.70866  -3.48504
H  -2.44212  2.26492  -1.92376
H  -4.66515  1.22290  4.21516
H  -2.18036  5.08602  2.84106
H  -3.23643  0.39928  -0.44249
H  -3.88536  3.53664  3.87717
H  2.16035  -4.39207  -1.12492
H  4.77328  0.01145  3.69881
H  0.04669  1.95921  -4.77231
H  1.56848  1.85347  -2.71569
H  -0.13679  5.35065  1.44580
H  -1.04905  -2.32461  -2.11563
H  0.12717  -5.65710  -0.44529
H  5.84764  -0.63134  -1.13878
H  -0.57959  -2.73221  -3.76750
H  -3.29925  -0.69960  -1.82257
H  0.51390  3.01132  -1.91097
H  -0.09529  -0.27709  -4.21709
H  0.98329  -0.95393  -3.01622

Forces on atoms 1 to 2 (eV/Å):
0.434 0.093 -0.116
0.009 -0.026 -0.058

7.
Molecular formula: C4H5NS2
Method: DFT, the ωB97M-V functional and the def2-TZVPD basis

Results
ΔE to the lowest compared entry with this formula, charge and spin: 4.663 eV
SMILES string: S=C[C@H]1NCC1=S
E_LUMO: -0.58 eV
molecular weight: 131.22 g mol⁻¹

Atoms and positions in Å:
S  2.75083  -0.44103  -0.30798
S  -2.48471  -0.99526  -0.14133
N  0.35298  1.55708  0.14507
C  0.20383  0.13231  0.59762
C  -1.37102  0.15143  0.02342
C  1.32767  -0.69832  0.28629
C  -1.05180  1.66926  -0.35769
H  0.67435  2.15374  1.01292
H  -0.13029  -0.11051  1.77530
H  -1.28702  2.12760  -1.40010
H  1.07462  -1.75661  1.00292
H  -1.71254  2.13885  0.48456

Forces on atoms 1 to 2 (eV/Å):
1.104 0.425 -0.869
0.558 1.067 0.243

8.
Molecular formula: C36H29F5N6O2SSeTi
Method: DFT, the ωB97M-V functional and the def2-TZVPD basis

Results
ΔE to the lowest compared entry with this formula, charge and spin: 1.825 eV
E_LUMO (spin up / spin down): -0.21 / 0.13 eV
spin multiplicity: 3
molecular weight: 831.55 g mol⁻¹

Atoms and positions in Å:
Se  -14.14922  3.37343  14.83614
Ti  -10.66841  2.09579  17.21617
S  -10.85006  -0.59392  16.56055
F  -17.70497  -0.72150  12.42585
F  -15.35605  0.86615  16.20561
F  -15.97077  3.65753  12.44448
F  -17.11802  -0.92299  15.06795
F  -17.70243  1.81430  11.36782
O  -11.88775  0.50280  16.79622
O  -10.68588  -1.57181  17.59999
N  -9.65153  0.59119  16.39532
N  -10.35946  3.33845  15.45884
N  -9.91164  4.26144  17.88879
N  -7.51527  1.33553  16.32532
N  -12.30381  3.17475  18.00388
N  -10.20404  1.71661  19.19942
C  -13.30549  -3.87461  12.11862
C  -13.22456  -1.69599  13.53974
C  -9.29247  2.61693  19.66415
C  -9.06160  0.01577  20.44793
C  -12.62009  -2.92320  13.09772
C  -10.13740  0.43191  19.67023
C  -11.35701  -3.24942  13.62597
C  -6.21035  1.05276  16.11344
C  -8.08344  0.92925  20.87224
C  -9.82561  2.95295  13.13938
C  -16.20157  2.55247  13.09910
C  -15.53172  2.28178  14.26403
C  -17.10275  0.31229  13.10165
C  -11.46690  -1.42336  15.15648
C  -8.63496  3.66286  13.22894
C  -10.82906  -2.57605  14.69554
C  -12.26944  4.52584  18.27508
C  -14.50573  3.07257  19.00916
C  -10.99342  5.22746  17.87552
C  -5.68183  -0.20176  15.88554
C  -8.79804  4.55922  16.96894
C  -16.68020  0.16147  14.39531
C  -10.66857  2.88322  14.20313
C  -12.60839  -0.92458  14.52899
C  -13.34406  5.18428  18.86606
C  -17.04502  1.57336  12.51529
C  -8.35444  2.29038  20.64325
C  -8.32469  0.28417  16.25071
C  -9.20411  4.08352  15.57957
C  -6.58439  -1.27500  15.75257
C  -13.46234  2.50334  18.27578
C  -15.84697  1.10533  14.96171
C  -8.34595  4.25789  14.47745
C  -9.45012  4.07078  19.29998
C  -14.45984  4.42854  19.29478
C  -7.91493  -1.02543  15.98906
H  -14.28407  -4.19380  12.56048
H  -15.22746  4.93639  19.86107
H  -6.20567  -2.28202  15.52784
H  -10.08190  2.47194  12.21343
H  -14.11644  -1.29273  13.06520
H  -10.90008  -0.26238  19.36742
H  -7.93221  3.98926  17.29048
H  -11.05397  5.62967  16.85938
H  -10.02119  -3.00726  15.26395
H  -8.51444  5.64584  16.87997
H  -10.88464  6.11087  18.53313
H  -13.32442  6.25333  18.90163
H  -15.39532  2.42956  19.18939
H  -8.52749  4.57973  19.50965
H  -11.69649  2.47951  14.06310
H  -7.41873  4.78552  14.63079
H  -8.97015  -1.06087  20.66570
H  -8.57769  -1.86013  16.18398
H  -13.44278  -3.43176  11.13234
H  -5.54268  1.91465  16.23431
H  -7.17515  0.64326  21.33207
H  -7.82339  3.11374  21.18619
H  -10.24136  4.53264  19.90858
H  -7.90831  3.75097  12.36740
H  -10.82582  -4.05925  13.15970
H  -13.07950  -0.01157  14.85535
H  -12.69586  -4.78213  12.09030
H  -13.52853  1.50237  17.85819
H  -4.64805  -0.34742  15.62554

Forces on atoms 1 to 2 (eV/Å):
0.786 0.688 0.557
-1.854 1.806 0.385